[1]
The following is a DFT calculation (ωB97M-V/def2-TZVPD) of a single C5H9NO molecule.

Calculated values
Orbital gap   0.270 Ha
Calculated total energy   -8866.0757 eV
LUMO   0.0725 eV
HOMO   -7.3 eV

Atoms and positions in Å:
H (-0.01884, -1.42823, -1.34181)
C (0.24495, -0.01461, 0.85117)
C (-2.42690, 0.34224, 0.12484)
H (-2.28680, 1.18762, 0.79998)
H (2.81157, -0.38645, 1.35136)
H (-2.98775, -0.43768, 0.64711)
H (3.09603, 1.25293, 0.73826)
C (2.69876, 0.26197, 0.47679)
O (-0.05296, -0.19288, 2.00714)
H (3.34122, -0.14871, -0.31265)
C (1.27108, 0.27772, 0.00720)
H (-1.68814, -0.87500, -2.08454)
C (-0.95901, -0.89134, -1.27297)
H (-2.96164, 0.63106, -0.78759)
H (1.05857, 0.64280, -0.99181)
N (-1.14012, -0.22145, -0.21247)

Cartesian forces (eV/Å) of the 6 atoms listed first:
0.0 0.1 -0.3
0.0 0.0 0.0
-0.1 0.1 0.1
-0.1 -0.1 -0.1
0.0 0.1 -0.1
0.0 0.2 0.0

natural (NBO) atomic charge list, values in e, 8 entries:
1. H 0.224
2. C 0.604
3. C -0.433
4. H 0.235
5. H 0.218
6. H 0.227
7. H 0.201
8. C -0.619

[2]
The following is a DFT calculation (ωB97M-V/def2-TZVPD) of a single C5H9NO molecule.

Calculated values
Orbital gap   0.393 Ha
Calculated total energy   -8866.8914 eV
Structure (SMILES)   [H]/N=C\C[C@@]1(C)CO1
LUMO   0.9151 eV
HOMO   -9.8 eV

Atoms and positions in Å:
H (1.69713, 0.23098, 0.27701)
H (2.26517, 1.99966, -1.13432)
H (1.12318, -2.15148, 0.06921)
C (-1.72154, -0.27221, -0.15706)
H (0.24154, -1.89976, 1.58377)
H (-0.56142, -2.65668, 0.19609)
H (-0.49974, 2.29279, -0.39501)
C (0.67079, 0.59139, 0.39540)
C (0.15613, -1.89867, 0.49907)
N (1.34275, 2.43552, -1.11409)
H (-2.11590, 0.73114, -0.04960)
O (-0.87429, -0.48282, -1.25496)
H (-2.43518, -1.06498, 0.03966)
C (-0.28889, -0.53395, 0.01677)
H (0.51279, 0.83757, 1.45043)
C (0.48748, 1.84149, -0.42238)

Cartesian forces (eV/Å) of the 6 atoms listed first:
0.0 0.1 0.0
-0.1 -0.2 0.2
0.1 0.0 0.0
-0.3 0.1 0.6
0.0 0.0 0.1
-0.1 -0.1 0.0

natural (NBO) atomic charge list, values in e, 8 entries:
1. H 0.211
2. H 0.326
3. H 0.215
4. C -0.113
5. H 0.215
6. H 0.222
7. H 0.158
8. C -0.500